Computed, not measured: 4 unconnected molecules or ions with the total composition C6H17NO3PS in a non-equilibrium geometry, with the ωB97M-V functional and the def2-TZVPD basis.

Each line ends with the Löwdin charge.
CARTESIAN COORDINATES (ANGSTROEM)
C (2.18611, 1.39742, 1.72081)  -0.07
C (0.95433, 0.68552, 1.60490)  -0.23
C (-0.40593, -0.28047, 1.71385)  -0.56
N (-0.29889, -1.29013, 0.59298)  -0.14
P (-1.86245, 0.93391, 1.49325)  0.22
S (-2.52363, 1.10883, -0.32965)  -0.04
H (3.09699, 2.15799, 1.59062)  0.00
H (0.51322, -1.11211, -0.03963)  0.01
H (-1.19429, -1.42644, 0.07528)  0.01
H (-1.34888, 2.25819, 1.86994)  -0.04
H (-2.98508, 0.69514, 2.39475)  -0.06
C (3.17342, -0.32827, -1.60542)  -0.17
O (1.78160, -0.33337, -1.34639)  -0.16
H (3.69673, -0.74972, -0.74403)  0.07
H (3.38269, -0.93604, -2.48923)  0.07
H (3.51102, 0.69824, -1.76767)  0.07
H (1.34404, 0.04576, -2.12745)  0.09
C (3.49494, -3.81581, -0.20746)  -0.16
O (4.41337, -3.05985, -0.97512)  -0.15
H (3.26193, -3.26801, 0.70856)  0.09
H (2.57762, -3.96833, -0.78152)  0.08
H (3.94065, -4.77962, 0.05031)  0.07
H (4.60099, -3.57059, -1.78085)  0.08
C (-6.19119, 3.16359, -0.14672)  -0.18
O (-5.00889, 3.68598, 0.43083)  -0.16
H (-6.64621, 3.92948, -0.77904)  0.07
H (-5.94512, 2.29028, -0.75588)  0.07
H (-6.89138, 2.88390, 0.64419)  0.07
H (-4.62772, 2.98455, 0.98577)  0.04

Results
Charge: -1
Highest occupied orbital energy in eV: -2.38
Relative energy (zero: lowest compared OMol25 entry of this formula, charge and spin) in kcal/mol: 57.72



Computed, not measured: a single C3H3N3 molecule in a non-equilibrium geometry, with the ωB97M-V functional and the def2-TZVPD basis.

Each line ends with the Löwdin charge.
CARTESIAN COORDINATES (ANGSTROEM)
C (1.87260, -0.35410, -0.40231)  -0.18
C (-0.49516, 0.72420, -0.16372)  -0.16
C (0.47706, -0.40480, -0.15156)  -0.38
N (3.00925, -0.25012, -0.18329)  0.17
N (-1.61872, 0.51016, 0.38225)  0.12
N (0.11619, -1.55195, 0.27706)  0.17
H (-0.18718, 1.60584, -0.76006)  0.12
H (-2.32332, 1.16005, 0.22981)  0.04
H (-0.85071, -1.43929, 0.77182)  0.10

Results
Highest occupied orbital energy (spin up / spin down) in eV: -10.95 / -10.96
Relative energy (zero: lowest compared OMol25 entry of this formula, charge and spin) in kcal/mol: 43.10
SMILES string: [H]/N=C/C(C#N)=N\[H]



Computed, not measured: 6 unconnected molecules or ions with the total composition C41H42INO14, with the ωB97M-V functional and the def2-TZVPD basis.

Each line ends with the Löwdin charge.
CARTESIAN COORDINATES (ANGSTROEM)
C (3.44744, 1.01623, 4.02335)  -0.07
C (2.22703, 1.61736, 4.71633)  -0.26
O (1.34527, 0.65316, 5.26923)  -0.11
C (0.82197, -0.29477, 4.36644)  -0.19
N (-0.60200, -0.48188, 4.54661)  -0.01
C (-1.44912, 0.71890, 4.39659)  -0.13
C (-1.79075, 0.99993, 2.93424)  -0.14
C (-0.78610, 1.83078, 2.13678)  -0.22
O (-0.98697, 1.66049, 0.73904)  -0.19
C (-0.27183, 0.55187, 0.23585)  -0.13
C (-0.89495, -1.21885, 5.71620)  -0.50
O (-1.22813, -0.78038, 6.78419)  0.16
O (-0.80788, -2.56548, 5.45920)  -0.08
C (0.16128, -3.29771, 6.18961)  -0.73
I (-0.85244, -4.61161, 7.57765)  0.85
C (1.04703, -4.00969, 5.17818)  -0.29
C (1.94929, -5.14362, 5.64428)  -0.12
H (3.21508, 0.69162, 3.00209)  0.06
H (4.23859, 1.76416, 3.94433)  0.08
H (3.80130, 0.14173, 4.57407)  0.08
H (2.54909, 2.22802, 5.56499)  0.12
H (1.68593, 2.28875, 4.03213)  0.11
H (1.00683, -0.01079, 3.32716)  0.11
H (1.31218, -1.26232, 4.53621)  0.12
H (-2.38734, 0.51583, 4.91767)  0.12
H (-1.01179, 1.59229, 4.89669)  0.14
H (-1.95189, 0.05008, 2.40977)  0.12
H (-2.74611, 1.52706, 2.91403)  0.08
H (-0.89960, 2.89995, 2.34899)  0.13
H (0.25171, 1.56685, 2.37679)  0.09
H (-0.65004, 0.31655, -0.76125)  0.09
H (0.80276, 0.77839, 0.14393)  0.09
H (-0.38824, -0.33837, 0.86962)  0.08
H (0.73665, -2.62202, 6.82949)  0.10
H (0.40587, -4.33831, 4.35483)  0.12
H (1.69007, -3.21380, 4.77372)  0.10
H (1.39631, -5.96171, 6.11093)  0.04
H (2.43343, -5.54716, 4.75382)  0.05
H (2.74334, -4.80253, 6.31592)  0.08
C (-6.18983, 1.92961, 2.52609)  0.02
C (-7.39981, 2.28314, 2.10229)  0.02
C (-8.27944, 3.15466, 2.92321)  -0.39
O (-9.38184, 3.47528, 2.53888)  0.11
C (-7.75514, 3.61804, 4.23381)  0.02
C (-6.54467, 3.26520, 4.65695)  0.02
C (-5.66861, 2.39373, 3.83591)  -0.37
O (-4.56368, 2.07242, 4.21997)  0.10
H (-5.53004, 1.29625, 1.94634)  0.12
H (-7.80273, 1.96005, 1.15102)  0.12
H (-8.41438, 4.25180, 4.81297)  0.12
H (-6.14023, 3.58811, 5.60770)  0.12
C (2.76089, -2.44687, 0.79466)  0.01
C (3.29166, -3.36585, 1.59686)  0.03
C (2.64456, -4.68788, 1.78862)  -0.38
O (3.10970, -5.51015, 2.54884)  0.10
C (1.38986, -4.95448, 1.03983)  0.03
C (0.86150, -4.03802, 0.23306)  0.03
C (1.50486, -2.71140, 0.04927)  -0.39
O (1.02629, -1.87955, -0.69198)  0.09
H (3.21701, -1.47704, 0.63976)  0.12
H (4.20833, -3.19726, 2.14748)  0.13
H (0.93675, -5.92505, 1.19797)  0.12
H (-0.05393, -4.20529, -0.32023)  0.12
C (0.51169, 1.72945, -4.74326)  0.03
C (-0.62094, 2.32934, -5.09782)  0.02
C (-1.35589, 3.21066, -4.15573)  -0.38
O (-2.38949, 3.75402, -4.48133)  0.10
C (-0.77842, 3.39926, -2.80080)  0.03
C (0.35622, 2.80218, -2.44814)  0.01
C (1.08932, 1.91838, -3.38901)  -0.39
O (2.11888, 1.36823, -3.05988)  0.10
H (1.06089, 1.08157, -5.41469)  0.12
H (-1.05784, 2.20262, -6.08050)  0.10
H (-1.33360, 4.03940, -2.12737)  0.12
H (0.79175, 2.91901, -1.46392)  0.12
C (4.10379, -3.26817, -3.91146)  0.03
C (4.29162, -3.02739, -2.61743)  0.03
C (5.51069, -2.33443, -2.13039)  -0.38
O (5.68332, -2.11166, -0.95107)  0.10
C (6.51354, -1.92045, -3.14352)  0.02
C (6.32706, -2.16092, -4.43818)  0.02
C (5.10682, -2.85317, -4.92569)  -0.38
O (4.93562, -3.07190, -6.10418)  0.11
H (3.22288, -3.77046, -4.29028)  0.12
H (3.57476, -3.32086, -1.86173)  0.11
H (7.39272, -1.41597, -2.76380)  0.12
H (7.04309, -1.86842, -5.19540)  0.12
C (-1.11037, 3.96075, -10.94253)  0.02
C (-0.47631, 3.11398, -10.13666)  0.02
C (-1.22378, 2.13506, -9.30875)  -0.39
O (-0.64519, 1.36521, -8.57078)  0.09
C (-2.70405, 2.13389, -9.41355)  0.02
C (-3.33870, 2.98059, -10.21909)  0.02
C (-2.59230, 3.96080, -11.04894)  -0.39
O (-3.16872, 4.73011, -11.78481)  0.11
H (-0.58920, 4.68468, -11.55573)  0.12
H (0.60186, 3.09399, -10.04183)  0.12
H (-3.22516, 1.41110, -8.79880)  0.12
H (-4.41689, 3.00105, -10.31195)  0.12

Results
Highest occupied orbital energy in eV: -9.27
SMILES string: CCOCN(CCCOC)C(=O)O[C@@H](I)CC.O=C1C=CC(=O)C=C1.O=C1C=CC(=O)C=C1.O=C1C=CC(=O)C=C1.O=C1C=CC(=O)C=C1.O=C1C=CC(=O)C=C1



Computed, not measured: 7 unconnected molecules or ions with the total composition C22H50FN10O6 in a non-equilibrium geometry, with the ωB97M-V functional and the def2-TZVPD basis.

Each line ends with the Löwdin charge.
CARTESIAN COORDINATES (ANGSTROEM)
C (-2.84232, 0.16206, -2.24560)  -0.01
C (-2.20885, 0.10348, -3.69598)  -0.33
F (-2.46889, -1.09466, -4.35743)  -0.01
C (-0.68994, 0.52734, -3.68618)  -0.03
N (0.26749, -0.57263, -3.45932)  -0.01
N (0.25821, -1.85305, -3.94000)  0.13
C (1.31531, -2.56668, -3.51778)  -0.02
N (2.08525, -1.69661, -2.70037)  0.16
C (1.37674, -0.50032, -2.71550)  -0.19
C (2.01720, 0.61914, -1.84994)  -0.07
C (2.02060, 2.05425, -2.50017)  -0.18
C (1.87269, 3.24020, -1.48117)  -0.19
C (0.74792, 3.05066, -0.39756)  -0.22
C (0.50533, 4.31563, 0.50129)  -0.26
N (-0.42819, 5.24746, -0.21487)  -0.02
H (-3.94219, 0.26176, -2.39358)  0.10
H (-2.49976, 1.13852, -1.81303)  0.08
H (-2.54307, -0.71855, -1.63968)  0.06
H (-2.74662, 0.90562, -4.27330)  0.15
H (-0.46645, 1.00382, -4.66907)  0.15
H (-0.57291, 1.25696, -2.84646)  0.12
H (1.55503, -3.63349, -3.73282)  0.14
H (2.95351, -1.87832, -2.19639)  0.18
H (3.09449, 0.33075, -1.71660)  0.13
H (1.55740, 0.55898, -0.83476)  0.12
H (3.02847, 2.17782, -2.98284)  0.12
H (1.27783, 2.20252, -3.31844)  0.10
H (1.67119, 4.21679, -2.00075)  0.12
H (2.84004, 3.36455, -0.92018)  0.12
H (-0.19031, 2.64258, -0.86624)  0.10
H (1.10829, 2.24213, 0.30220)  0.10
H (1.47203, 4.77315, 0.82168)  0.10
H (0.00110, 3.96390, 1.44617)  0.11
H (-0.85695, 4.66085, -0.93523)  0.05
H (-1.13738, 5.52817, 0.46056)  0.07
O (2.96097, 6.37146, 2.54349)  0.01
C (2.81710, 7.49118, 2.07708)  -0.60
N (3.88273, 8.31228, 1.88801)  0.15
C (1.47738, 8.04695, 1.67913)  0.00
H (3.81022, 9.23873, 1.50822)  0.10
H (4.79133, 7.96327, 2.14680)  0.11
H (0.82505, 8.06493, 2.55418)  0.08
H (1.04163, 7.40529, 0.91146)  0.07
H (1.55965, 9.05991, 1.28388)  0.08
O (1.06973, -3.83202, 0.06403)  0.02
C (-0.04611, -3.33323, 0.00949)  -0.56
N (-0.32388, -2.36426, -0.90530)  0.18
C (-1.17310, -3.73239, 0.91538)  -0.01
H (-1.21891, -1.92199, -0.99538)  0.07
H (0.41987, -2.08107, -1.51962)  0.03
H (-0.88013, -3.54743, 1.95017)  0.09
H (-1.37978, -4.79088, 0.77775)  0.06
H (-2.08321, -3.17113, 0.70465)  0.08
O (-4.04008, -5.23197, 2.41878)  0.01
C (-3.47229, -5.87403, 3.28555)  -0.58
N (-3.26899, -5.35513, 4.52399)  0.16
C (-2.95781, -7.26994, 3.05963)  0.01
H (-2.80638, -5.84993, 5.26507)  0.10
H (-3.60511, -4.42200, 4.69902)  0.11
H (-2.22834, -7.25196, 2.24956)  0.09
H (-3.79150, -7.91549, 2.78406)  0.09
H (-2.48045, -7.67759, 3.95141)  0.07
O (-0.87224, 8.19696, 4.90610)  0.02
C (-0.29396, 7.55116, 5.76191)  -0.60
N (-0.05491, 8.07348, 6.99414)  0.15
C (0.19754, 6.14480, 5.53336)  0.00
H (0.41761, 7.57636, 7.72705)  0.10
H (-0.37379, 9.01222, 7.17143)  0.11
H (0.91045, 6.14649, 4.70708)  0.07
H (-0.65132, 5.50918, 5.28097)  0.09
H (0.68916, 5.73603, 6.41697)  0.07
O (3.32843, -5.14568, -3.59329)  0.00
C (4.14291, -5.08269, -2.68167)  -0.60
N (3.74793, -5.11962, -1.38451)  0.17
C (5.62496, -4.96016, -2.91976)  0.00
H (4.38404, -5.07119, -0.60875)  0.10
H (2.75833, -5.20039, -1.19563)  0.09
H (5.82091, -4.04904, -3.48564)  0.09
H (5.96519, -5.82297, -3.49179)  0.09
H (6.18524, -4.91797, -1.98539)  0.07
O (-2.93375, -5.63462, -0.44845)  0.00
C (-4.02915, -5.61462, -0.98809)  -0.58
N (-5.14572, -5.25403, -0.30664)  0.17
C (-4.23042, -5.98351, -2.43579)  -0.01
H (-6.06008, -5.22775, -0.72018)  0.10
H (-5.04486, -4.99986, 0.66942)  0.07
H (-3.90012, -7.01068, -2.59000)  0.09
H (-3.63805, -5.31351, -3.05934)  0.08
H (-5.27624, -5.90477, -2.73469)  0.07

Results
Charge: +1
Highest occupied orbital energy in eV: -11.10
Relative energy (zero: lowest compared OMol25 entry of this formula, charge and spin) in kcal/mol: 0.00